13
Properties=species:S:1:pos:R:3 method="wB97M-V/def2-TZVPD" smiles=C1N[C@@H]2N[C@@H]2N1 total_charge=0 e_homo_ev=-9.10 relative_energy_kj_mol=142.0
C 0.731 0.864 -0.295
C -0.253 0.833 0.804
N 0.869 -0.458 -0.833
N -0.531 1.569 -0.417
H 0.556 -0.509 -1.792
H -1.205 1.138 -1.044
H 1.615 1.482 -0.323
H -0.189 1.430 1.706
C 0.189 -1.318 0.127
N -0.730 -0.520 0.942
H -1.697 -0.633 0.656
H 0.959 -1.712 0.807
H -0.314 -2.166 -0.338